# 1
{
  "formula": "C5H2N2O",
  "method": "ωB97M-V with the def2-TZVPD basis set",
  "species": ["C", "C", "C", "C", "C", "H", "H", "N", "N", "O"],
  "coordinates": [[-0.732, 0.846, -0.169], [-2.044, -0.046, -0.093], [0.304, -0.160, -0.173], [1.739, -0.185, -0.248], [2.896, 0.021, 0.000], [-3.249, 0.070, 0.167], [4.085, -0.003, 0.620], [-1.775, -1.302, 0.073], [-0.348, -1.269, -0.152], [-0.875, 2.028, -0.025]],
  "e_above_lowest_kcal_mol": 106.7,
  "homo_ev": -10.24,
  "gap_ha": 0.3080,
  "total_charge": 0
}

---

# 2
{
  "formula": "C5H2O",
  "method": "ωB97M-V with the def2-TZVPD basis set",
  "species": ["C", "C", "C", "O", "C", "C", "H", "H"],
  "coordinates": [[2.372, 0.371, -0.044], [1.259, 0.020, -0.340], [-0.014, -0.657, -0.288], [0.084, -1.850, -0.098], [-1.305, 0.028, -0.144], [-2.379, 0.447, 0.220], [3.314, 0.831, 0.135], [-3.331, 0.810, 0.559]],
  "e_above_lowest_kcal_mol": 12.1,
  "homo_ev": -10.42,
  "smiles": "C#CC(=O)C#C",
  "gap_ha": 0.3637,
  "total_charge": 0
}

---

# 3
{
  "formula": "C5H2OS",
  "method": "ωB97M-V with the def2-TZVPD basis set",
  "species": ["C", "C", "C", "C", "C", "O", "S", "H", "H"],
  "coordinates": [[-1.281, -0.712, -0.284], [-0.891, 0.435, 0.294], [0.019, -0.984, -0.927], [0.594, 0.206, -0.021], [1.648, 0.963, -0.073], [2.548, 1.705, 0.084], [1.147, -1.555, 0.374], [-2.196, -1.113, -0.344], [-1.589, 1.055, 0.896]],
  "e_above_lowest_kcal_mol": 86.9,
  "homo_ev": -8.04,
  "gap_ha": 0.2636,
  "total_charge": 0
}

---

# 4
{
  "formula": "C5H30N2O10",
  "method": "ωB97M-V with the def2-TZVPD basis set",
  "species": ["C", "C", "C", "N", "N", "C", "C", "O", "H", "H", "H", "H", "H", "H", "H", "H", "H", "H", "H", "H", "O", "H", "H", "O", "H", "H", "O", "H", "H", "O", "H", "H", "O", "H", "H", "O", "H", "H", "O", "H", "H", "O", "H", "H", "O", "H", "H"],
  "coordinates": [[-0.134, -1.881, 2.269], [0.505, -1.599, 0.797], [-0.505, -2.128, -0.300], [0.092, -3.197, -1.175], [0.810, -0.131, 0.738], [1.722, 0.293, -0.325], [0.257, 0.947, 1.445], [0.289, 2.207, 1.253], [0.490, -1.496, 3.111], [-0.387, -2.838, 2.394], [-1.097, -1.519, 2.347], [1.386, -2.271, 0.855], [-1.386, -2.584, -0.058], [-0.803, -1.283, -1.000], [1.042, -3.264, -1.027], [-0.114, -2.969, -2.040], [2.648, -0.295, -0.180], [1.383, 0.113, -1.440], [2.000, 1.366, -0.404], [-0.473, 0.590, 2.276], [-2.032, 1.319, -0.459], [-2.370, 1.164, -1.287], [-1.095, 1.414, -0.513], [-1.525, -1.594, -3.000], [-1.683, -2.188, -3.764], [-2.449, -1.598, -2.577], [-3.851, 0.796, 1.492], [-4.022, 1.707, 1.689], [-3.034, 0.826, 0.854], [3.317, -3.340, -0.475], [4.192, -2.875, -0.802], [3.176, -3.892, -1.197], [-3.785, -1.066, -1.358], [-3.911, -0.339, -0.688], [-3.874, -1.972, -0.936], [-0.123, 1.628, -2.558], [-0.252, 2.010, -3.551], [0.022, 0.652, -2.693], [1.059, 4.612, 0.602], [0.620, 3.786, 0.485], [1.493, 4.465, 1.385], [2.352, -0.776, 4.166], [2.552, 0.120, 4.405], [2.142, -0.742, 3.211], [2.132, 3.341, -1.721], [2.069, 3.945, -0.978], [1.677, 2.458, -1.659]],
  "e_above_lowest_kcal_mol": 116.8,
  "homo_ev": -9.35,
  "smiles": "C[C@@H](CN)N(C)C=O.O.O.O.O.O.O.O.O.O",
  "gap_ha": 0.3456,
  "total_charge": 0
}

---

# 5
{
  "formula": "C5H30NO8",
  "method": "ωB97M-V with the def2-TZVPD basis set",
  "species": ["C", "C", "C", "C", "C", "N", "H", "H", "H", "H", "H", "H", "H", "H", "H", "H", "H", "H", "H", "H", "H", "H", "O", "H", "H", "O", "H", "H", "O", "H", "H", "O", "H", "H", "O", "H", "H", "O", "H", "H", "O", "H", "H", "O"],
  "coordinates": [[-1.894, -0.420, 0.739], [-2.218, -1.179, -0.537], [-0.975, -1.679, -1.326], [-0.009, -2.475, -0.448], [-1.572, -2.488, -2.502], [-1.476, 0.971, 0.255], [-1.117, -0.789, 1.371], [-2.799, -0.147, 1.238], [-2.874, -0.548, -1.122], [-2.797, -2.073, -0.272], [-0.483, -0.799, -1.723], [1.001, -2.571, -0.852], [-0.450, -3.480, -0.343], [0.049, -2.071, 0.553], [-1.967, -1.833, -3.287], [-0.773, -3.121, -2.874], [-2.415, -3.056, -2.103], [-0.700, 1.454, 0.830], [-1.247, 0.950, -0.758], [-2.236, 1.638, 0.374], [3.278, 1.677, 1.999], [2.767, 1.558, 0.495], [2.672, 2.061, 1.353], [2.896, -0.173, -1.213], [3.971, 0.829, -1.187], [3.037, 0.754, -1.046], [0.459, -0.203, 5.273], [0.366, 0.659, 3.932], [0.706, -0.173, 4.300], [1.214, 2.086, 1.888], [-0.060, 2.761, 2.711], [0.193, 2.033, 2.123], [-0.058, 1.526, -3.238], [0.693, 1.982, -1.951], [-0.100, 1.569, -2.273], [3.965, 0.408, 3.827], [2.427, 0.226, 3.889], [3.216, 0.255, 3.269], [2.309, -1.956, -4.327], [1.085, -0.995, -4.726], [1.730, -1.223, -4.018], [-5.284, 0.026, -0.055], [-5.013, 1.183, -1.010], [-4.634, 0.694, -0.222]],
  "spin_multiplicity": 2,
  "homo_ev": [-2.00, -11.01],
  "gap_ha": [0.0867, 0.4159],
  "total_charge": 0
}

---

# 6
{
  "formula": "C5H30O12",
  "method": "ωB97M-V with the def2-TZVPD basis set",
  "species": ["C", "C", "C", "C", "C", "O", "H", "H", "H", "H", "H", "H", "H", "H", "O", "H", "H", "O", "H", "H", "O", "H", "H", "O", "H", "H", "O", "H", "H", "O", "H", "H", "O", "H", "H", "O", "H", "H", "O", "H", "H", "O", "H", "H", "O", "H", "H"],
  "coordinates": [[2.822, -2.965, -0.568], [1.697, -3.453, -1.064], [0.445, -3.534, -0.203], [-0.549, -2.459, -0.675], [-0.002, -1.086, -0.453], [-0.652, -0.093, -0.203], [3.786, -2.907, -1.042], [2.869, -2.412, 0.371], [1.654, -3.864, -2.068], [0.840, -3.426, 0.813], [0.027, -4.523, -0.079], [-1.437, -2.541, -0.048], [-0.683, -2.564, -1.750], [1.079, -0.865, -0.397], [1.262, 1.117, -1.946], [0.778, 1.715, -1.370], [2.209, 1.276, -1.966], [-1.515, 3.769, -0.815], [-2.101, 4.440, -0.474], [-1.767, 3.142, -1.495], [-0.150, -0.069, -3.810], [-0.506, 0.663, -3.292], [0.723, -0.077, -3.374], [-2.656, 1.346, -1.422], [-3.615, 1.263, -1.486], [-2.437, 0.401, -1.342], [-1.086, -1.238, 2.855], [-1.909, -1.679, 3.088], [-1.405, -0.416, 2.455], [-3.201, 1.598, 2.751], [-2.922, 2.507, 2.954], [-3.083, 1.595, 1.796], [-1.486, 3.478, 2.077], [-0.554, 3.436, 2.328], [-1.390, 3.669, 1.133], [1.532, -1.080, 3.434], [1.879, -0.294, 3.014], [0.829, -1.467, 2.895], [-2.907, -1.463, -2.348], [-2.033, -1.531, -2.754], [-3.438, -1.031, -3.025], [4.426, 0.794, 0.368], [3.720, 1.190, 0.896], [4.427, -0.031, 0.876], [1.801, 3.389, 1.726], [2.328, 3.381, 2.533], [2.352, 2.899, 1.109]],
  "e_above_lowest_kcal_mol": 32.2,
  "homo_ev": -9.76,
  "smiles": "C=CCCC=O.O.O.O.O.O.O.O.O.O.O.O",
  "gap_ha": 0.3492,
  "total_charge": 0
}

---

# 7
{
  "formula": "C5H30O9",
  "method": "ωB97M-V with the def2-TZVPD basis set",
  "species": ["C", "C", "C", "C", "C", "H", "H", "H", "H", "H", "H", "H", "H", "H", "H", "H", "H", "O", "H", "H", "O", "H", "H", "O", "H", "H", "O", "H", "H", "O", "H", "H", "O", "H", "H", "O", "H", "H", "O", "H", "H", "O", "H", "H"],
  "coordinates": [[3.114, 1.130, -1.112], [2.662, -0.244, -0.628], [3.182, -0.536, 0.789], [3.074, -2.036, 1.131], [2.440, 0.232, 1.898], [2.874, 1.907, -0.378], [4.200, 1.191, -1.221], [2.483, 1.447, -1.942], [1.561, -0.287, -0.688], [2.880, -1.097, -1.283], [4.277, -0.387, 0.669], [3.369, -2.261, 2.146], [3.752, -2.532, 0.399], [2.183, -2.509, 0.726], [1.498, 0.668, 1.543], [2.932, 1.157, 2.189], [2.313, -0.432, 2.757], [4.548, 2.774, 0.901], [4.460, 1.827, 1.054], [3.887, 3.149, 1.495], [-1.666, 2.619, 2.318], [-1.402, 3.526, 2.498], [-1.807, 2.195, 3.170], [-1.066, 1.914, -0.235], [-0.570, 2.729, -0.357], [-1.526, 2.016, 0.622], [-2.854, 1.365, -2.082], [-2.512, 0.642, -2.632], [-2.112, 1.544, -1.441], [-0.944, -3.384, 0.134], [-0.380, -3.415, -0.653], [-1.710, -2.984, -0.320], [-1.809, -1.053, 1.729], [-1.466, -1.377, 2.575], [-1.378, -1.749, 1.194], [-3.981, 0.075, 0.114], [-3.722, 0.579, -0.693], [-3.237, 0.145, 0.726], [-3.019, -2.001, -1.430], [-3.742, -2.036, -2.069], [-3.350, -1.266, -0.859], [-1.256, -1.110, -3.351], [-1.527, -1.402, -2.457], [-1.740, -1.768, -3.865]],
  "e_above_lowest_kcal_mol": 0.0,
  "homo_ev": -10.85,
  "smiles": "CCC(C)C.O.O.O.O.O.O.O.O.O",
  "gap_ha": 0.3969,
  "total_charge": 0
}

---

# 8
{
  "formula": "C5H31N2O8",
  "method": "ωB97M-V with the def2-TZVPD basis set",
  "species": ["C", "C", "C", "C", "C", "N", "N", "H", "H", "H", "H", "H", "H", "H", "H", "H", "H", "H", "H", "H", "H", "H", "H", "H", "O", "H", "H", "O", "H", "H", "O", "H", "H", "O", "H", "H", "O", "H", "H", "O", "H", "H", "O", "H", "H", "O"],
  "coordinates": [[-2.739, -1.110, 2.339], [-2.925, -0.504, 0.898], [-1.435, -0.134, 0.462], [-1.391, 1.180, -0.373], [-0.006, 1.701, -0.466], [0.934, 0.497, -0.845], [-2.289, -2.508, 2.120], [-1.957, -0.609, 2.909], [-3.610, -1.289, 2.957], [-3.245, -1.286, 0.365], [-3.613, 0.334, 1.019], [-1.062, -0.923, -0.186], [-0.748, -0.123, 1.366], [-1.972, 0.895, -1.265], [-2.010, 1.812, 0.083], [0.036, 2.559, -1.291], [0.322, 2.248, 0.491], [1.989, 0.969, -0.960], [0.766, -0.114, -0.045], [0.686, 0.177, -1.722], [-2.883, -2.847, 1.382], [-2.527, -2.997, 3.006], [4.113, 1.390, -1.287], [3.540, 2.567, -2.224], [3.512, 1.577, -1.974], [-1.680, 4.050, -2.540], [-0.224, 3.988, -2.676], [-0.935, 3.483, -2.669], [1.127, -2.209, 2.059], [-0.140, -2.316, 3.006], [0.776, -1.992, 2.826], [1.185, 0.978, 3.400], [0.599, -0.146, 2.814], [0.572, 0.804, 2.874], [2.480, -2.790, 0.162], [0.802, -2.781, -0.100], [1.529, -2.415, 0.518], [3.960, -0.693, 0.697], [3.272, 0.282, 1.612], [3.484, 0.175, 0.734], [-1.084, -1.388, -2.948], [0.097, -2.328, -2.911], [-0.492, -1.890, -2.360], [1.507, 1.964, -3.504], [0.832, 0.611, -4.287], [0.845, 1.151, -3.464]],
  "e_above_lowest_kcal_mol": 122.0,
  "homo_ev": -11.85,
  "gap_ha": 0.3320,
  "total_charge": 1
}